(1)
# C46H56BrF5N3OsPSi3Te

A structure of composition C46H56BrF5N3OsPSi3Te at a distorted geometry (wB97M-V/def2-TZVPD, OMol25).

Properties
Charge: +2
Multiplicity: 5
LUMO (spin up / spin down) (eV): -5.4276 / -7.4592
HOMO (spin up / spin down) (eV): -12.677 / -13.120

The geometry in XYZ format:
```
117
Properties=species:S:1:pos:R:3:forces:R:3
Os 1.09535 0.86226 1.35201 -0.6 -1.0 0.1
Te -0.73765 -1.86304 -1.11629 -0.3 -0.6 -0.7
Br 3.01975 -0.36454 -4.34319 0.1 0.2 0.3
P -0.04675 2.26316 -0.35689 -0.5 0.8 -0.5
Si -4.00915 -2.32514 -1.17629 0.1 0.1 -0.2
Si -1.08175 -0.13854 3.61201 -0.6 0.6 0.6
Si 1.05595 -3.95784 -3.01979 -0.1 0.0 0.3
F 5.79705 1.41076 5.33431 -0.2 0.0 -0.1
F 4.32755 -0.88124 5.59621 0.0 0.2 -0.2
F 2.98165 2.69986 1.73471 0.2 0.1 0.2
F 5.09665 3.24196 3.39791 -0.1 -0.2 0.1
F 2.28585 -1.39084 3.94871 0.1 0.1 0.2
N -0.08435 -0.58934 2.17751 0.3 1.9 -0.2
N 3.00885 0.43586 -0.31239 -0.6 0.3 0.6
N 0.18845 3.03576 2.53191 0.5 -0.4 0.1
C 1.27165 4.68536 -0.82189 -0.1 -0.1 0.1
C 1.08895 3.38126 -1.28399 0.2 -0.2 0.2
C -3.67855 1.57666 -2.09319 -0.1 0.0 0.0
C 2.00385 5.60276 -1.55089 0.1 0.1 0.0
C 2.67395 0.10956 -1.55529 -0.1 -0.2 -0.5
C -1.05575 1.61496 -2.96059 0.1 0.1 0.0
C -2.08745 1.46866 -3.87409 0.0 -0.1 0.0
C 0.63935 -4.66624 1.63141 -0.1 0.1 0.0
C -0.84065 3.76976 1.86081 -0.4 0.1 -0.6
C -2.54165 5.46736 1.84151 0.1 -0.1 0.1
C -2.65065 1.72516 -1.18069 0.1 -0.1 0.1
C -0.64385 -4.21774 1.90861 0.2 -0.2 0.0
C 0.40315 -2.81264 -4.39889 0.3 -0.5 0.4
C 2.64445 -3.34934 -2.15869 -0.5 -0.2 -0.5
C 3.60325 0.02666 -2.58409 0.0 0.0 0.0
C -5.49285 -2.12014 -2.33859 0.5 -0.2 0.6
C -3.98325 -1.09034 0.27691 -0.2 -0.5 -0.5
C -1.91835 -1.57184 4.54251 0.4 0.4 -0.5
C 4.41555 2.10666 3.55001 0.0 0.0 -0.1
C -1.63195 4.69236 2.53721 0.1 -0.1 0.0
C -2.49225 -1.86194 -2.30529 -0.3 -0.2 0.9
C -2.41275 1.03006 2.88371 0.6 -0.4 0.4
C 2.57285 5.23976 -2.75839 0.0 0.0 0.1
C -0.91355 -2.86714 1.99911 0.2 0.5 0.0
C 4.02605 0.00516 4.65171 -0.1 0.1 -0.1
C 2.46605 3.92886 -3.18909 0.1 -0.1 -0.1
C 0.11725 -1.90604 1.87561 0.7 -1.6 -0.4
C 5.29105 0.56126 -1.01059 -0.2 0.0 0.0
C 4.76645 1.18006 4.53401 -0.2 0.0 -0.2
C 3.34245 1.80936 2.72681 0.0 -0.4 0.4
C 0.02075 0.73036 4.91481 -0.4 -0.3 -0.6
C -3.40345 1.47206 -3.44709 0.0 0.0 0.0
C -3.73625 -4.08614 -0.51129 -0.2 0.7 -0.3
C 1.18385 -5.77954 -3.52349 -0.1 0.8 0.1
C 1.38205 -2.38404 1.45781 -0.2 0.4 0.2
C 4.94255 0.26776 -2.31669 -0.2 0.0 0.0
C -1.01795 3.57116 0.49391 0.2 -0.4 0.5
C 1.64075 -3.73624 1.37541 -0.1 -0.1 -0.1
C 2.96235 -0.24184 3.78341 -0.2 0.1 -0.2
C 4.29935 0.63866 -0.04789 0.3 0.1 0.1
C -0.28325 -3.87564 -1.60659 0.5 0.3 -0.5
C 2.57215 0.65036 2.79031 0.7 0.5 0.3
C -1.32295 1.79656 -1.60799 0.1 -0.3 0.2
C -2.64905 5.34196 0.46421 0.0 0.0 -0.2
C 1.75695 3.00216 -2.44659 0.0 -0.1 0.0
C -1.89795 4.39616 -0.20589 0.1 0.1 0.1
H 0.27655 -6.13844 -3.99849 -0.2 0.0 -0.1
H -1.85205 1.37746 -4.92299 0.0 0.0 -0.1
H 4.56935 0.86686 0.97091 -0.1 0.0 0.1
H -0.48615 -3.23364 -4.86199 -0.2 -0.1 0.0
H 2.63765 -4.07724 1.13811 0.1 0.0 -0.1
H -5.54515 -1.11434 -2.74519 0.1 0.2 0.0
H -1.51725 4.81116 3.60501 0.0 0.1 0.1
H -3.70945 -4.82524 -1.30619 0.0 -0.1 -0.2
H 3.10305 5.96856 -3.34839 0.1 0.1 -0.1
H -6.42155 -2.31274 -1.81459 -0.3 0.0 0.1
H -3.34535 0.50486 2.70321 -0.1 -0.2 0.0
H 3.40435 -3.07134 -2.88129 0.1 0.1 -0.1
H 2.17805 -1.66024 1.30201 0.0 -0.1 0.1
H -0.58845 1.38576 5.53041 -0.2 0.1 0.1
H -4.60635 -1.43654 1.09651 -0.1 -0.1 0.2
H -5.44175 -2.81134 -3.17449 0.1 -0.2 -0.1
H -3.32335 5.97546 -0.08969 -0.1 0.1 0.0
H 5.67915 0.22406 -3.10379 0.1 0.0 -0.1
H 0.82565 5.01086 0.10391 -0.1 0.1 0.0
H -2.64585 -0.88154 -2.73979 0.1 0.2 0.0
H 0.09965 -4.37424 -0.72289 0.1 0.0 0.2
H -4.70205 1.56566 -1.75159 -0.1 0.0 0.1
H -4.36575 -0.12084 -0.02149 0.0 0.2 -0.1
H 3.06725 -4.14344 -1.54979 0.0 -0.2 0.1
H -2.37655 -2.59314 -3.09559 0.2 -0.2 -0.1
H -2.81135 -4.16484 0.05621 0.1 0.0 0.1
H 2.12165 6.60626 -1.17429 0.0 0.1 0.0
H 1.38655 -6.42074 -2.67069 0.1 0.0 0.2
H 0.13725 -1.82664 -4.01499 0.1 0.1 0.0
H -2.09315 1.46876 1.94151 0.1 0.0 -0.1
H -2.17525 -1.22704 5.54031 0.0 0.2 0.2
H -0.08225 2.87806 3.49991 0.2 -0.1 0.0
H -1.91555 -2.53414 2.21011 -0.1 0.0 0.1
H -0.05155 1.64576 -3.34249 0.1 0.0 0.0
H 2.92775 3.62156 -4.11449 0.1 0.0 -0.1
H -1.98075 4.30196 -1.27809 -0.1 0.0 -0.1
H 1.99435 -5.91384 -4.23159 0.2 0.0 -0.2
H 1.62685 -0.11284 -1.74759 0.1 0.2 0.0
H 0.83605 1.31146 4.49551 0.1 0.1 0.0
H -2.97005 -0.94804 0.65411 0.1 0.0 0.1
H -2.63625 1.84066 3.56851 -0.1 0.2 0.2
H -3.14685 6.18606 2.37071 -0.1 0.1 0.1
H -2.84255 -1.90674 4.08391 -0.1 0.0 -0.2
H -1.27075 -2.43434 4.66221 0.2 -0.1 0.0
H -2.89275 1.84526 -0.13469 0.0 0.0 0.1
H -4.55085 -4.36824 0.14871 -0.2 0.0 0.2
H 0.84985 -5.72194 1.59301 0.1 -0.2 0.0
H -4.20725 1.39906 -4.16199 -0.1 0.0 -0.1
H 1.13145 -2.67374 -5.19249 0.1 0.0 -0.1
H 2.45835 -2.49804 -1.50499 0.0 0.1 0.0
H 1.03865 3.59996 2.54361 0.0 -0.1 0.1
H 0.46355 -0.00314 5.58331 0.0 -0.2 0.0
H -1.43995 -4.92804 2.07451 -0.1 -0.1 0.0
H 6.31775 0.73656 -0.73349 0.1 0.0 0.0
H 1.73105 1.98246 -2.79879 -0.1 0.1 -0.1
H -1.19725 -4.35894 -1.93009 -0.3 0.1 0.0
```
Positions in Å, forces in eV/Å.

---

(2)
# C46H57FN6O3P2SY

A structure of composition C46H57FN6O3P2SY at a distorted geometry (wB97M-V/def2-TZVPD, OMol25).

Properties
Charge: +3
Multiplicity: 1
LUMO (eV): -6.9988
HOMO (eV): -14.930

The geometry in XYZ format:
```
117
Properties=species:S:1:pos:R:3:forces:R:3
Y -1.71935 -0.69355 -0.80062 -0.3 -0.5 -0.1
S -4.58381 -0.62267 -2.69174 -0.6 0.0 0.6
P 0.22585 -2.19015 0.83469 -0.6 0.2 0.9
P -2.29767 -0.15676 2.03311 1.1 -0.5 1.0
F 3.63386 2.75589 1.46924 0.1 0.2 0.7
O -0.32319 -0.94150 -4.84702 0.0 0.3 0.1
O -1.19741 -0.97572 -2.80676 0.0 0.0 0.2
O -0.13237 0.77445 -1.03888 -0.2 0.2 0.9
N 2.92489 1.24342 -3.69567 -1.1 -0.4 -1.5
N 1.59499 -1.20723 3.00274 -0.1 0.2 -0.3
N -0.57807 -0.03441 4.20291 -1.9 0.3 -0.3
N 8.59941 3.20738 0.83103 0.9 -1.1 0.3
N -3.92566 -0.90014 -1.22348 0.0 -0.5 0.3
N 5.84300 2.79531 -0.07064 0.3 0.3 0.1
C -3.66492 1.95332 1.16420 -0.8 1.0 -0.5
C 0.54892 -0.16820 4.90960 0.4 0.1 -0.9
C -7.19797 -0.04807 -3.32693 -0.8 0.3 -0.7
C 3.49451 2.35432 0.22201 -0.2 -0.3 -1.2
C 0.84979 0.18090 -3.16627 -0.8 1.4 2.0
C -1.15078 -3.82032 2.65174 -1.3 1.6 -0.7
C 4.44205 1.96164 -1.92903 -1.4 0.2 -2.0
C -8.68848 1.07718 -1.82401 -0.6 -0.4 0.1
C 2.10400 1.41679 -1.47552 -0.5 0.1 -2.0
C -0.03860 -3.90187 1.59968 -0.9 0.8 0.4
C 4.58310 2.40717 -0.66059 2.4 0.1 2.1
C 0.45859 -1.08659 2.33570 -0.4 -0.5 1.0
C 0.84519 0.80679 -1.82616 1.1 -0.9 -3.1
C 1.21903 -4.45292 2.22140 1.1 0.5 -0.1
C -7.78515 0.91052 -0.78515 -0.5 0.1 0.8
C 3.27590 3.22967 -5.09108 2.4 0.0 1.4
C -6.57407 0.31600 -1.01941 2.7 -0.5 1.4
C 3.73632 1.75988 -4.82153 0.8 2.0 1.5
C 6.92331 3.12842 -1.01520 -0.9 0.2 0.8
C 8.04803 3.92564 -0.34141 -1.5 0.3 0.5
C -0.53064 -4.78438 0.48346 0.0 0.0 -2.1
C -4.54961 -3.54521 -5.40525 0.9 -0.7 -0.3
C 2.90923 -0.39486 6.36267 0.1 0.2 1.2
C -1.35986 2.47337 1.82935 -0.2 -0.9 0.3
C -4.87355 -2.16291 -3.49437 -1.1 -0.6 1.3
C 1.75470 0.12511 6.97238 -0.6 1.1 0.8
C -4.37963 -2.36931 -4.73773 0.4 1.2 -0.6
C -6.26416 -0.09335 -2.29672 0.0 -0.3 -1.0
C 2.84264 -0.77837 5.07612 2.0 -2.0 -1.7
C -3.43748 -0.88602 3.22862 -0.3 -1.0 -0.1
C 6.38264 1.95479 1.05119 1.1 0.5 -1.8
C -0.29897 -0.60703 -3.68386 -0.2 -1.0 -0.9
C -5.65415 -4.44777 -3.46173 1.9 2.7 -2.5
C -3.07835 2.15253 3.59169 -0.4 -0.1 0.4
C -5.60242 -3.18117 -2.85442 0.5 -1.2 -0.2
C -5.08420 -4.63512 -4.77550 -1.4 0.5 1.1
C -8.45315 0.53618 -3.08573 1.4 0.2 1.1
C 7.58381 2.69576 1.79817 -3.6 0.7 -1.7
C -0.71340 -0.46234 2.97767 1.9 -0.2 -0.8
C 1.68295 -0.71288 4.26912 -0.3 0.1 0.6
C -2.58143 1.63618 2.18689 -1.2 1.6 1.1
C 1.72912 -2.23464 -0.17483 1.0 1.1 -0.3
C 2.33428 1.81960 -0.21241 -0.5 0.5 3.6
C 1.82567 0.53804 -4.04617 1.2 0.9 2.6
C 3.11490 1.65476 -2.40576 1.5 -1.3 0.2
C 0.61713 0.29212 6.23383 0.0 0.0 0.5
H 3.83099 -0.51012 6.95422 -0.5 0.0 -0.5
H 1.08964 -5.47539 2.60994 0.2 0.3 -0.5
H 3.60411 1.22541 -5.71816 -0.3 -1.2 -0.7
H -9.65163 1.53276 -1.62074 0.1 0.1 0.0
H 1.50961 -3.00809 -0.94165 0.6 0.4 0.4
H 1.66398 -3.83568 2.99404 -0.7 0.2 0.8
H 9.12331 2.40116 0.42078 -0.1 0.6 0.8
H 7.73252 4.90942 0.02592 -0.4 -0.3 -0.2
H -4.04145 -3.59498 -6.35291 -0.3 -0.4 -0.4
H -5.17633 -5.53841 -5.36582 0.0 -0.3 0.6
H -2.30934 1.92811 4.36381 -0.7 -0.1 -0.4
H 0.14646 -4.74696 -0.42567 -0.4 -0.5 1.2
H 6.53593 3.79855 -1.77969 -0.1 -0.1 -0.2
H 7.97130 1.98899 2.45105 1.3 -1.0 1.3
H -0.86980 -3.16592 3.47092 0.1 -0.3 0.4
H -4.40120 -0.42938 3.10906 -0.5 0.4 0.2
H -4.05602 2.95303 1.34049 0.4 0.5 0.0
H 3.53897 3.89072 -4.25779 -0.1 -0.3 0.3
H -1.09687 2.09600 0.83387 0.8 0.8 0.1
H -3.86014 -1.60815 -5.26851 0.5 0.7 -0.1
H -0.59724 2.29801 2.60055 0.2 0.1 -0.5
H 9.24525 3.81551 1.36732 0.0 -0.5 -0.6
H 2.73580 -2.34615 0.33685 -1.4 -0.2 -0.5
H 3.72455 -1.34782 4.70428 -0.7 0.7 -0.2
H 1.76611 -1.22569 -0.69453 0.0 -1.2 0.4
H 7.21429 2.18837 -1.47715 0.9 0.0 -0.3
H 7.12241 3.54352 2.34650 0.6 -0.4 -0.4
H 1.84062 0.24610 -5.02832 -0.5 -0.8 -2.3
H 3.71314 3.78220 -5.90874 0.2 -0.6 -0.7
H 5.25363 1.82140 -2.64918 -0.2 0.4 0.6
H 4.76084 1.61775 -4.45157 -0.1 0.5 -0.9
H -0.58827 -5.79131 0.91787 -0.1 0.1 -0.7
H 2.03717 -4.30087 1.52009 0.1 -1.1 -0.5
H -1.64774 3.53108 1.86436 0.2 -0.3 -0.4
H -4.52693 -1.46490 -0.59550 0.2 0.4 -0.7
H 1.57679 1.65816 0.53965 -0.3 0.1 0.1
H 2.23998 3.23111 -5.14723 -2.0 0.0 -0.4
H -4.57667 1.41601 1.24809 -0.8 -1.2 0.5
H -3.16217 3.27014 3.58851 0.0 -0.9 -0.3
H -6.04172 -3.04719 -1.86438 0.1 0.0 -0.3
H -3.02111 -0.78100 4.21719 -0.1 0.6 0.4
H -3.60531 -1.96502 3.15495 0.2 0.1 -0.5
H -5.73206 0.13697 -0.22210 -2.1 0.7 -1.4
H 6.69813 0.96234 0.63308 0.2 0.6 0.3
H -3.47589 1.93004 0.08049 0.8 -0.2 0.2
H -0.23820 0.79969 6.65006 -0.2 -0.1 0.1
H -1.52588 -4.76841 2.99475 0.5 -0.7 0.3
H -9.21210 0.64632 -3.82220 -0.3 -0.2 -0.7
H -7.01454 -0.42692 -4.33915 0.3 0.1 0.5
H 8.83275 4.10639 -1.02399 1.0 0.0 -0.8
H 1.73714 0.48483 8.02100 0.3 -0.4 -0.8
H -4.10371 1.76930 3.90092 1.4 0.3 -0.4
H 5.58912 1.74473 1.72600 -0.4 0.0 0.8
H -1.51022 -4.46715 0.01830 0.6 -0.4 1.0
H -8.05008 1.16777 0.24349 0.0 0.2 -0.4
H -6.04143 -5.25950 -2.99457 -1.4 -2.1 1.5
H -2.10971 -3.37453 2.25351 1.0 -0.1 -0.1
```
Positions in Å, forces in eV/Å.